1.
The following is a DFT calculation (ωB97M-V with the def2-TZVPD basis set) of a cluster of 6 separate species, C9H12Cl15F3NO3S in total in a non-equilibrium geometry.

Last column: natural (NBO) charge in e.
Atoms and positions in Å:
C  -1.840544  0.457506  1.032430  -0.767
S  -0.250073  0.036315  0.328360  0.830
C  0.899443  1.275629  0.926043  -0.240
O  2.130712  0.986656  0.336441  -0.519
N  3.059537  2.219174  0.373945  0.472
O  2.963595  2.799662  -0.600839  -0.136
C  -0.441230  0.335445  -1.464551  -0.220
O  -1.117962  -0.717166  -2.085504  -0.498
C  -0.625984  -1.990980  -1.934977  1.161
F  0.702147  -2.001192  -1.826208  -0.307
F  -0.984060  -2.689866  -2.984859  -0.280
F  -1.143119  -2.569453  -0.846575  -0.316
H  -1.851327  0.167199  2.080512  0.288
H  -2.573032  -0.087099  0.433991  0.277
H  -2.015098  1.525718  0.892591  0.258
H  0.572218  2.296251  0.688385  0.217
H  0.929947  1.190629  2.014879  0.238
H  0.547607  0.534769  -1.888942  0.253
H  -1.038187  1.237769  -1.617190  0.255
C  4.421931  0.663281  -3.185419  -0.288
Cl  5.867248  -0.289886  -2.882522  0.044
Cl  4.787408  2.094698  -4.145550  0.034
Cl  3.166015  -0.314765  -3.954475  0.010
H  4.035800  0.992882  -2.231982  0.200
C  -1.803764  2.517246  4.818628  -0.280
Cl  -2.485766  0.914711  5.047452  0.038
Cl  -0.515866  2.413851  3.594517  -0.043
Cl  -3.029194  3.676578  4.335385  0.048
H  -1.357831  2.853800  5.745127  0.243
C  -1.214418  -2.921136  5.047784  -0.279
Cl  -2.830311  -2.619432  5.676795  0.039
Cl  -0.986432  -2.126403  3.472767  -0.035
Cl  0.017019  -2.393856  6.183223  0.045
H  -1.104136  -3.985648  4.891572  0.238
C  0.302280  -6.087451  -3.107150  -0.288
Cl  1.851603  -5.320046  -3.474228  0.014
Cl  -0.661607  -6.293905  -4.567088  0.029
Cl  0.546463  -7.624372  -2.283679  0.031
H  -0.244385  -5.434924  -2.440197  0.215
C  -1.409755  4.938754  -2.031504  -0.273
Cl  0.067616  5.834993  -2.304799  0.062
Cl  -2.229401  4.547442  -3.526135  0.065
Cl  -1.044573  3.427900  -1.125989  -0.075
H  -2.070535  5.528716  -1.410463  0.241

Cartesian forces, eV/Å:
C -0.114 0.610 -0.540
S 0.108 -1.051 0.319
C 0.713 1.096 0.117
O -0.362 -0.652 -0.260
N 0.056 0.642 -0.349
O 0.137 -0.231 0.391
C -0.011 0.698 -0.464
O -0.032 -0.082 0.346
C 0.120 -0.010 -0.406
F -0.006 0.058 0.112
F -0.089 -0.084 -0.148
F 0.030 0.048 0.177
H -0.015 -0.050 -0.053
H 0.045 -0.192 0.194
H -0.026 -0.048 0.217
H -0.275 -0.173 -0.131
H -0.162 -0.395 -0.028
H 0.111 -0.333 0.275
H -0.051 -0.520 0.024
C 0.090 0.013 -0.040
Cl -0.019 -0.003 -0.005
Cl -0.040 -0.027 0.027
Cl -0.076 -0.002 0.019
H -0.009 -0.010 0.023
C -0.196 -0.101 -0.060
Cl -0.069 -0.028 0.121
Cl 0.071 0.295 0.133
Cl 0.041 0.004 -0.024
H 0.065 -0.036 -0.003
C -0.013 0.063 0.185
Cl 0.020 0.010 -0.080
Cl 0.014 -0.068 -0.106
Cl 0.007 0.009 -0.023
H 0.003 -0.008 -0.052
C 0.026 -0.047 -0.033
Cl -0.045 0.042 0.018
Cl 0.008 0.020 0.004
Cl -0.010 0.004 0.008
H 0.003 0.010 0.017
C 0.039 0.077 -0.151
Cl 0.009 -0.003 0.018
Cl -0.007 -0.010 0.009
Cl -0.085 0.515 0.140
H -0.005 -0.049 0.065

Summary:
- E (hartree) = -8230.869042
- total charge = +1
- max |F| (hartree/bohr) = 0.0255
- orbital gap (eV) = 8.289
- HOMO level (eV) = -12.7


2.
The following is a DFT calculation (ωB97M-V with the def2-TZVPD basis set) of a structure of composition C9H12Cl2Si in a non-equilibrium geometry.

Last column: natural (NBO) charge in e.
Atoms and positions in Å:
C  -1.539036  1.154816  -0.227527  -0.230
C  -0.314891  1.310095  1.869249  -0.212
C  -0.793839  0.070974  -0.613255  -0.178
C  0.455466  0.261627  1.450338  -0.182
C  -1.346540  1.770473  1.037625  0.021
C  0.269031  -0.359564  0.221627  -0.135
C  -2.065178  3.086498  1.311412  -0.642
C  0.588500  -2.863968  -0.049383  -0.678
C  1.134797  -1.487042  -0.211760  -0.180
Si  1.905736  -1.224207  -2.454166  1.013
Cl  1.747409  -1.109288  -4.750948  -0.432
Cl  2.657925  -1.550701  0.686050  -0.020
H  -2.379072  1.443570  -0.856158  0.215
H  -0.160772  1.944680  2.604933  0.204
H  -0.985059  -0.597086  -1.508131  0.216
H  1.308322  0.057233  2.067507  0.223
H  -1.655343  3.784517  2.170900  0.218
H  -1.925587  3.592666  0.350595  0.227
H  -3.084269  2.807976  1.585212  0.226
H  0.190968  -3.131788  0.880020  0.221
H  -0.311256  -3.067970  -0.668533  0.216
H  1.232042  -3.727785  -0.428388  0.228
H  2.811224  -2.350145  -2.429237  -0.179
H  2.259422  0.184420  -2.037982  -0.159

Cartesian forces, eV/Å:
C -1.064 -0.133 0.753
C -2.736 -1.164 -4.698
C 1.022 -1.665 0.132
C 0.906 0.019 0.016
C 1.080 0.206 -0.501
C -0.618 0.248 -0.158
C 0.943 0.190 1.086
C -1.029 -2.385 -3.023
C 0.176 -0.821 -1.840
Si -0.030 1.143 0.905
Cl -0.495 -0.112 2.503
Cl 0.767 0.448 -0.544
H 0.192 0.280 0.056
H 1.302 2.145 4.078
H 0.063 1.366 0.778
H 0.258 -0.541 0.049
H -0.495 -1.726 -1.692
H -0.846 0.494 0.408
H -0.235 0.645 -0.391
H 0.048 -0.036 2.053
H 0.220 0.752 -0.116
H -0.192 1.450 0.754
H 0.509 -0.252 0.070
H 0.254 -0.550 -0.678

Summary:
- relative energy (zero: lowest compared OMol25 entry of this formula, charge and spin) (kcal per mole) = 127.8
- E (hartree) = -1559.945621
- total charge = 0
- max |F| (hartree/bohr) = 0.1081
- orbital gap (eV) = 7.370
- HOMO level (eV) = -8.7


3.
The following is a DFT calculation (ωB97M-V with the def2-TZVPD basis set) of a structure of composition C9H12CuNO4S in a non-equilibrium geometry.

Last column: natural (NBO) charge in e.
Atoms and positions in Å:
Cu  2.041578  -0.704590  1.244327  0.767
C  1.546601  2.245511  0.639712  -0.761
C  2.623318  1.945956  1.597480  0.675
C  3.373503  3.156730  2.127885  -0.728
O  2.958151  0.723622  1.990107  -0.679
H  1.228596  3.301157  0.825404  0.260
H  0.712577  1.514870  0.749201  0.270
H  1.895959  2.174798  -0.410656  0.284
H  3.944708  3.507045  1.319919  0.258
H  4.029500  2.869170  2.959515  0.253
H  2.767084  4.029129  2.436835  0.260
N  1.192054  -2.193879  0.358020  -0.917
C  -0.115930  -1.775513  -0.200560  0.082
C  -0.153690  -0.853722  -1.347709  -0.281
C  -1.414893  -0.442275  -1.842956  -0.154
C  -2.604388  -1.129536  -1.322433  -0.284
C  -2.548097  -2.050736  -0.243344  -0.167
C  -1.284576  -2.369299  0.336641  -0.262
S  -4.161867  -0.663452  -2.048376  2.403
O  -4.680026  0.545777  -1.482729  -1.000
O  -3.791741  -0.528580  -3.459146  -1.006
O  -5.049666  -1.756674  -1.624026  -1.021
H  0.987561  -2.792015  1.162695  0.406
H  1.726882  -2.738345  -0.330480  0.414
H  0.789082  -0.410374  -1.707761  0.204
H  -1.422453  0.282063  -2.666478  0.255
H  -3.373474  -2.654956  -0.079042  0.255
H  -1.216355  -3.231880  1.017955  0.212

Cartesian forces, eV/Å:
Cu 0.013 -0.563 -0.548
C -0.888 0.088 -0.242
C 1.568 -2.869 1.972
C -0.560 -1.237 1.615
O -1.221 5.205 -1.375
H -0.067 -1.001 -0.352
H 0.366 0.610 -0.126
H 0.021 0.010 0.519
H 1.083 0.510 -1.254
H -0.110 0.074 -0.357
H -0.173 -0.795 -0.207
N -0.360 0.115 0.098
C -1.069 0.482 -1.301
C -0.980 -0.589 2.189
C 0.301 -2.084 1.362
C 1.886 1.292 0.666
C 3.108 1.448 -1.841
C 0.228 0.478 -1.578
S -2.083 -1.347 -0.832
O 0.821 1.668 0.733
O -0.142 -0.516 0.651
O 1.059 -0.273 -0.927
H 0.099 -0.235 -0.443
H -0.222 0.289 0.447
H -0.496 -0.311 0.099
H -0.547 -0.469 0.412
H -1.698 -0.636 0.677
H 0.064 0.657 -0.056

Summary:
- E (hartree) = -2744.451068
- total charge = 0
- max |F| (hartree/bohr) = 0.1073
- orbital gap (eV) = 5.509
- HOMO level (eV) = -7.3


4.
The following is a DFT calculation (ωB97M-V with the def2-TZVPD basis set) of the ion C9H12N with charge +1 in a non-equilibrium geometry.

Last column: natural (NBO) charge in e.
Atoms and positions in Å:
C  -3.407634  0.444509  0.239911  -0.607
C  -1.993263  0.454565  0.813811  -0.274
C  -0.949761  1.068373  -0.023104  0.074
C  0.162567  0.369677  0.203314  -0.045
C  1.549026  0.221409  0.020219  -0.063
C  2.476819  -0.556785  0.582982  -0.075
C  3.646388  0.206719  0.013368  -0.437
C  2.589096  1.088098  -0.696870  -0.389
C  -0.920940  -0.593238  0.568142  0.121
N  -1.433866  -1.563894  -0.544687  -0.751
H  -3.551394  1.496128  0.313783  0.262
H  -4.230856  -0.089039  0.712581  0.251
H  -3.358848  0.084083  -0.750764  0.171
H  -1.952721  0.689991  1.875453  0.270
H  2.545919  -1.192217  1.418993  0.217
H  4.327437  0.497697  0.787342  0.246
H  4.145236  -0.322821  -0.880254  0.229
H  2.544613  0.950587  -1.748562  0.220
H  2.407585  2.116292  -0.321257  0.231
H  -0.623424  -1.771162  -1.180033  0.447
H  -2.276543  -1.072625  -1.089509  0.453
H  -1.695443  -2.526343  -0.314853  0.450

Cartesian forces, eV/Å:
C 0.980 -0.246 1.224
C -0.952 -1.230 1.803
C 0.856 -0.398 -0.074
C -0.956 -1.378 0.018
C 0.717 0.200 -0.505
C 0.805 0.774 0.089
C -0.220 -1.818 -2.640
C -1.406 1.093 2.087
C -0.936 0.862 -1.030
N 0.328 0.659 -2.220
H -1.066 0.847 -0.703
H 0.475 -0.044 0.603
H -0.404 0.346 -1.511
H -0.068 0.523 -0.188
H -0.517 -1.151 0.691
H 0.475 0.777 -0.034
H -0.059 0.369 1.854
H 0.179 0.478 -0.974
H 0.739 -0.311 -0.699
H -0.896 0.755 0.150
H 2.381 -1.460 1.148
H -0.457 0.353 0.912

Summary:
- relative energy (zero: lowest compared OMol25 entry of this formula, charge and spin) (kcal per mole) = 123.8
- E (hartree) = -404.407697
- total charge = +1
- structure (SMILES) = C[C@@H]1C2=C(C3=CCC3)[C@]21[NH3+]
- max |F| (hartree/bohr) = 0.0625
- orbital gap (eV) = 8.852
- HOMO level (eV) = -12.8


> Among the records above, which one has the lowest HOMO level?

C9H12N


> HOMO level of number 2 (C9H12Cl2Si)?

-8.7 eV